Entry 1:
79
Properties=species:S:1:pos:R:3 method="wB97M-V/def2-TZVPD" homo_ev=-8.757 fmax_ev_per_a=6.9 e_lumo_ev=-2.173 homo_lumo_gap_ev=6.6
Br -3.30 2.03 -0.45
F 2.16 -0.43 -1.34
O -6.06 -6.61 -3.89
O 3.14 0.75 2.64
O 3.09 -2.25 -0.32
O -0.45 -3.71 -3.44
O -0.23 2.14 0.80
O 7.60 3.71 1.81
O -4.51 4.33 1.10
O -1.52 -4.73 -1.62
N -0.50 0.06 2.25
N -4.02 -7.59 -3.49
N 4.75 1.66 1.28
N 7.35 5.54 3.16
N -3.37 -2.14 -3.43
N -5.47 3.50 3.02
N -3.24 -0.32 -2.09
N -2.68 -1.49 -2.40
C -1.67 -0.78 -4.91
C 3.47 1.40 1.66
C -1.14 -3.62 -2.38
C -1.58 -2.15 -1.85
C 7.63 6.95 3.39
C -2.73 -1.98 -4.76
C 6.57 4.82 4.15
C -5.04 -6.73 -3.22
C -0.69 -1.56 -0.74
C -2.85 -7.69 -2.65
C -5.23 3.53 1.67
C 5.06 2.44 0.10
C -4.11 -8.44 -4.67
C -6.33 2.50 3.62
C 2.02 -1.64 -0.59
C -4.85 4.49 3.87
C 5.84 1.16 2.10
C 7.80 4.89 2.05
C 0.61 -2.26 -0.11
C -2.52 0.27 -1.05
C -1.27 -0.17 -0.30
B -0.63 0.74 0.90
H -1.65 -0.45 -6.02
H 8.18 7.06 4.32
H -2.27 -2.99 -5.08
H 5.75 1.55 3.11
H 0.60 -2.14 1.04
H -7.16 3.00 4.12
H 2.72 1.83 0.97
H -1.96 -7.45 -3.24
H -1.92 0.16 -4.31
H 5.66 1.83 -0.58
H 4.15 2.76 -0.41
H -4.87 -6.14 -2.31
H -4.20 -7.81 -5.56
H -3.23 -9.07 -4.75
H 5.68 4.42 3.67
H -0.63 -1.22 -4.70
H -0.90 2.63 1.35
H -3.57 -1.79 -5.54
H -3.65 -3.09 -3.18
H 7.17 3.98 4.53
H 6.68 7.49 3.46
H 6.29 5.47 4.97
H -0.93 -0.89 2.19
H -5.16 5.49 3.54
H -5.75 1.93 4.35
H -2.77 -8.71 -2.27
H 5.63 3.33 0.40
H -5.13 4.34 4.91
H -2.92 -7.00 -1.81
H -5.75 2.73 1.12
H 6.80 1.45 1.67
H 0.62 -3.38 -0.39
H 0.51 -0.04 2.42
H 5.78 0.06 2.14
H -5.00 -9.07 -4.59
H -6.73 1.82 2.87
H -3.76 4.42 3.77
H 8.38 5.53 1.37
H 8.22 7.37 2.57

Entry 2:
9
Properties=species:S:1:pos:R:3 method="wB97M-V/def2-TZVPD" homo_ev="-8.643 / -8.643" fmax_ev_per_a=4.2 e_lumo_ev="-1.205 / -1.204" homo_lumo_gap_ev="7.4 / 7.4" de_lowest_kj_mol=516.4
N -0.61 -1.29 0.23
C 0.57 -1.12 0.09
C 1.36 -0.06 -0.18
C -1.18 0.00 0.06
C 1.13 1.12 0.90
C 0.07 0.84 0.18
H -1.38 0.16 -1.00
H -2.01 0.31 0.71
H 2.06 0.03 -0.99

Entry 3:
67
Properties=species:S:1:pos:R:3 method="wB97M-V/def2-TZVPD" homo_ev=-4.506 fmax_ev_per_a=4.7 e_lumo_ev=0.631 homo_lumo_gap_ev=5.1 charge=-1
O 1.90 -3.07 -3.21
O 1.35 1.62 -1.36
O -0.43 2.28 -0.56
O 5.74 -1.74 -6.67
O -3.99 3.94 -2.30
O -3.49 1.72 3.74
O -5.29 2.28 -1.45
O -0.72 0.75 8.19
N 0.42 2.32 -1.63
N -3.06 1.12 -0.09
C -4.09 2.82 -1.73
C -4.59 2.29 8.57
C 5.38 -0.07 -4.46
C -4.73 2.32 6.17
C 4.88 -2.06 -5.86
C -1.66 3.00 -0.88
C -2.82 1.97 -1.29
C -1.36 0.94 7.18
C -0.79 0.62 5.85
C 4.10 -3.31 -6.05
C 2.79 -2.78 -3.98
C 0.27 -0.06 3.37
C -2.39 1.07 -2.57
C -1.52 0.85 4.69
C 1.02 -0.27 4.53
C 2.41 -4.86 -5.29
C 3.11 -3.67 -5.13
C 0.49 0.07 5.76
C -3.45 1.77 6.09
C -2.87 1.47 4.76
C 3.66 -5.31 -7.31
C -3.31 1.76 8.50
C -1.30 -1.29 -1.52
C 4.36 -4.13 -7.14
C 5.12 0.73 -3.36
C -2.73 1.50 7.25
C 3.59 -1.55 -3.78
C -0.99 0.50 3.45
C -5.29 2.58 7.41
C 4.61 -1.21 -4.68
C -1.73 -0.27 -2.06
C 4.09 0.41 -2.48
C 3.33 -0.73 -2.69
C 2.69 -5.69 -6.37
H -2.01 3.49 0.09
H 1.66 -5.15 -4.57
H -5.03 2.48 9.54
H 3.87 -5.96 -8.16
H -6.29 3.00 7.47
H -1.57 0.66 2.54
H 0.68 -0.34 2.40
H -3.72 0.37 -0.33
H 6.18 0.19 -5.14
H -3.34 0.88 -3.14
H 2.53 -0.98 -2.00
H -3.48 1.73 0.62
H 1.07 -0.10 6.66
H 3.89 1.04 -1.62
H -5.29 2.55 5.27
H 5.12 -3.85 -7.87
H 2.15 -6.62 -6.50
H -2.76 1.54 9.41
H -1.52 3.83 -1.62
H -1.68 1.65 -3.23
H -0.91 -1.97 -0.71
H 5.72 1.62 -3.18
H 2.01 -0.70 4.46

Entry 4:
10
Properties=species:S:1:pos:R:3 method="wB97M-V/def2-TZVPD" homo_ev="-8.317 / -8.444" fmax_ev_per_a=1.9 e_lumo_ev="-1.385 / -1.283" homo_lumo_gap_ev="6.9 / 7.2" de_lowest_kj_mol=431.7
Cl -0.47 2.07 0.18
F -3.32 -0.04 -0.37
F -2.27 -1.82 -0.01
C -2.44 -0.59 0.44
C -0.34 0.45 -0.11
C 0.87 -0.23 0.12
C 2.07 0.33 -0.10
H 2.16 1.38 -0.31
H 0.78 -1.30 0.28
H 2.97 -0.26 -0.13

Entry 5:
44
Properties=species:S:1:pos:R:3 method="wB97M-V/def2-TZVPD" homo_ev=-7.947 fmax_ev_per_a=14.2 e_lumo_ev=0.740 homo_lumo_gap_ev=8.7 de_lowest_kj_mol=1462.2
N 2.06 -0.03 -2.18
N -1.80 0.25 1.28
N -0.72 -2.11 -0.43
N -1.07 -3.37 -2.43
N 0.34 -1.75 -2.38
N 0.62 -0.19 -0.37
C -1.95 1.07 2.44
C 2.60 1.77 -0.67
C -0.59 -2.37 -1.72
C 4.67 2.62 -2.29
C -3.69 0.56 4.12
C -0.81 -0.76 1.38
C -4.58 0.31 3.07
C -0.20 -1.10 0.14
C -3.10 -0.27 1.00
C 1.00 -0.67 -1.62
C 2.76 0.99 -1.92
C -3.94 -1.08 1.91
C 3.43 2.68 -0.23
C -2.00 0.50 3.92
C 4.48 3.30 -1.03
C 3.77 1.32 -2.76
H 1.90 1.26 0.24
H -1.67 -0.38 4.06
H -0.64 -3.51 -3.44
H -3.61 -0.41 4.96
H -3.59 0.68 0.63
H -4.94 -1.43 1.29
H -3.95 1.31 4.54
H 5.10 3.97 -0.82
H 2.46 -0.52 -3.18
H 5.55 2.74 -2.84
H -1.56 1.13 4.69
H -2.54 1.99 2.16
H -4.79 0.91 2.42
H -0.74 1.50 2.55
H 0.22 -0.45 2.08
H -2.96 -1.07 0.21
H 3.42 3.07 0.64
H -1.19 -1.87 1.86
H -5.35 -0.40 3.45
H -1.69 -3.77 -1.98
H 3.85 1.13 -3.73
H -3.39 -1.68 2.42

Entry 6:
64
Properties=species:S:1:pos:R:3 method="wB97M-V/def2-TZVPD" homo_ev="-7.624 / -7.774" fmax_ev_per_a=1.9 e_lumo_ev="-0.350 / -2.837" homo_lumo_gap_ev="7.3 / 4.9" spin_multiplicity=5 de_lowest_kj_mol=269.5
Cr -0.33 0.15 0.07
S -1.98 0.32 1.91
S -1.53 -2.00 -0.23
S 1.72 -1.58 0.19
O -1.70 2.67 -0.19
O 2.93 1.97 1.42
O -1.30 -1.11 -2.53
O 1.26 1.10 -1.55
O 0.91 1.19 0.92
N -1.60 0.75 -1.32
N -2.80 2.58 -2.18
C 4.10 1.79 -2.63
C 2.87 5.57 -0.60
C -3.23 3.95 -2.03
C 5.96 0.29 -2.49
C 2.06 1.65 0.64
C 5.49 -0.18 -1.27
C 4.33 0.34 -0.73
C 2.11 3.34 -1.08
C -2.74 0.56 -3.41
C 2.29 1.85 -0.91
C -1.85 0.00 -2.43
C -2.63 -1.38 2.13
C 0.98 -3.24 0.04
C 1.71 6.09 -1.15
C 3.07 4.21 -0.55
C 5.26 1.27 -3.17
C 1.59 -1.33 3.46
C 0.97 3.87 -1.67
C -3.17 1.83 -3.25
C -2.01 2.02 -1.17
C -0.31 -3.24 -0.75
C 3.63 1.33 -1.40
C 0.80 -0.31 3.72
C 0.76 5.24 -1.69
C -1.70 -2.41 1.55
H -0.13 -2.99 -1.80
H 2.58 -1.18 3.03
H -3.60 -1.41 1.62
H -0.79 -4.22 -0.68
H 0.23 3.20 -2.10
H -2.79 -1.52 3.20
H 3.96 -0.03 0.22
H -3.83 2.30 -3.96
H -0.17 -0.45 4.18
H 1.49 1.00 -2.49
H 1.54 7.16 -1.15
H 1.09 0.70 3.52
H -0.72 -2.34 2.03
H 1.71 -3.88 -0.45
H 3.62 6.23 -0.19
H 0.83 -3.61 1.06
H 6.02 -0.96 -0.75
H 3.95 3.79 -0.09
H 3.54 2.55 -3.16
H 5.62 1.64 -4.12
H 6.87 -0.11 -2.90
H -3.34 4.15 -0.97
H 1.32 -2.35 3.67
H -4.17 4.10 -2.56
H -2.48 4.64 -2.42
H -3.04 -0.05 -4.24
H -2.10 -3.42 1.64
H -0.14 5.64 -2.14

Entry 7:
13
Properties=species:S:1:pos:R:3 method="wB97M-V/def2-TZVPD" homo_ev=-8.609 fmax_ev_per_a=3.4 e_lumo_ev=0.965 homo_lumo_gap_ev=9.6 de_lowest_kj_mol=357.4
N 1.42 -0.15 1.10
C -0.29 0.13 -0.29
C -1.38 0.76 -1.11
C 1.11 -1.57 0.54
C 0.60 0.79 0.53
C -0.01 -1.27 -0.19
H 1.10 -1.28 1.81
H -1.38 1.85 -1.00
H -1.26 0.52 -2.17
H 0.68 1.85 0.77
H 2.34 0.05 1.50
H -2.37 0.39 -0.80
H -0.58 -2.05 -0.69

Entry 8:
50
Properties=species:S:1:pos:R:3 method="wB97M-V/def2-TZVPD" homo_ev=-8.608 fmax_ev_per_a=0.7 e_lumo_ev=0.631 homo_lumo_gap_ev=9.2 smiles="COC(=O)[C@H](Cc1ccccc1)NC(=O)NCCc1ccc(OC)cc1" de_lowest_kj_mol=98.1
O -4.49 -0.21 -0.96
O -2.41 -1.89 -0.08
O 4.75 0.71 -0.31
O -4.69 -0.76 1.21
N -1.86 -0.09 1.16
N -0.54 -1.96 1.20
C 0.03 1.90 -0.33
C -0.48 4.51 0.42
C -2.90 0.72 0.57
C 2.80 -2.32 0.44
C -4.10 -0.20 0.31
C -1.28 2.37 -0.34
C 1.08 2.72 0.06
C 1.79 -2.21 -0.50
C -1.52 3.68 0.04
C -2.41 1.45 -0.70
C 0.82 4.03 0.43
C -5.53 -1.12 -1.28
C 0.67 -3.21 -0.57
C -1.64 -1.35 0.69
C 2.82 -0.17 -1.29
C 1.82 -1.12 -1.37
C 3.82 -0.29 -0.33
C 3.81 -1.38 0.54
C 5.81 0.64 0.61
C -0.13 -3.27 0.74
H 5.45 0.66 1.64
H -6.39 -0.96 -0.63
H 2.09 2.34 0.06
H -3.24 2.01 -1.13
H 2.85 0.67 -1.96
H -1.14 0.40 1.67
H 1.07 -4.21 -0.77
H 0.17 -1.39 1.63
H 4.58 -1.50 1.28
H 0.24 0.88 -0.62
H -2.09 0.70 -1.42
H -3.22 1.46 1.32
H -5.79 -0.93 -2.32
H -0.68 5.53 0.71
H -0.01 -2.94 -1.38
H 0.46 -3.73 1.53
H 6.41 -0.27 0.45
H -5.17 -2.14 -1.16
H 6.43 1.52 0.42
H 2.81 -3.17 1.11
H 1.64 4.68 0.73
H 1.05 -1.02 -2.12
H -1.04 -3.85 0.58
H -2.53 4.06 0.03

Entry 9:
13
Properties=species:S:1:pos:R:3 method="wB97M-V/def2-TZVPD" homo_ev=-8.793 fmax_ev_per_a=2.3 e_lumo_ev=0.717 homo_lumo_gap_ev=9.5 smiles="C#C[C@@H]1COC(=S)N1" de_lowest_kj_mol=233.2
S 0.16 2.55 -1.99
O -1.31 0.65 -0.88
N 0.41 1.23 0.36
C 0.90 -1.18 0.14
C -1.40 -0.15 0.28
C -0.28 1.47 -0.87
C 0.09 -0.12 0.80
C 1.56 -2.09 -0.30
H -1.76 -1.18 -0.01
H -2.14 0.25 0.99
H 2.26 -2.80 -0.63
H 0.15 -0.18 1.87
H 1.36 1.54 0.24

Entry 10:
42
Properties=species:S:1:pos:R:3 method="wB97M-V/def2-TZVPD" homo_ev=-8.255 fmax_ev_per_a=16.3 e_lumo_ev=0.201 homo_lumo_gap_ev=8.5 de_lowest_kj_mol=1720.7
Cl -8.18 1.58 0.55
O 3.54 2.22 -1.29
O -2.33 0.34 -0.43
O 7.08 0.39 1.17
N 4.14 0.37 -0.38
N -1.09 -1.70 -1.00
C -0.15 -0.34 -0.82
C -2.19 -1.08 -0.66
C 3.26 1.20 -0.81
C 4.94 -0.85 1.41
C -0.55 1.83 -0.01
C -5.17 -1.08 1.01
C 1.69 0.77 -0.54
C -4.80 -1.10 -0.25
C -6.27 -0.12 1.23
C -1.07 0.66 -0.13
C 6.06 -0.28 0.51
C -3.49 -1.74 -0.75
C -6.36 0.60 -0.97
C 1.07 -0.35 -0.85
C 5.30 0.60 -0.60
C 3.78 -0.81 0.58
C -6.90 0.54 0.18
C -5.34 -0.38 -1.34
C 0.74 2.07 0.05
H -1.18 2.69 0.63
H 5.00 -1.71 2.29
H -3.54 -2.39 -1.57
H 6.84 1.16 1.61
H 3.72 -1.77 -0.02
H 5.64 1.66 -0.37
H -4.98 -0.32 -2.33
H -3.54 -2.62 0.07
H -6.66 -0.20 2.56
H -6.81 1.38 -1.70
H 4.69 0.06 2.32
H 2.69 -0.66 1.23
H 1.33 3.03 0.17
H 1.56 -1.02 -1.10
H 5.77 0.00 -1.60
H -4.77 -1.61 1.71
H 6.48 -1.02 0.25

Entry 11:
91
Properties=species:S:1:pos:R:3 method="wB97M-V/def2-TZVPD" homo_ev="-10.560 / -10.568" fmax_ev_per_a=1.2 e_lumo_ev="-2.716 / -2.679" homo_lumo_gap_ev="7.8 / 7.9" charge=+1 spin_multiplicity=4 de_lowest_kj_mol=63.9
Er -1.09 0.43 0.30
Si -3.08 -2.17 1.72
Si -1.79 2.80 3.04
Si 3.50 -2.43 0.71
O 0.03 0.18 -1.57
O 4.23 -0.14 -1.78
N -2.07 2.09 1.47
N -3.14 1.37 -0.41
C 0.21 -0.98 -2.47
C -1.56 4.63 2.83
C -5.34 3.04 0.05
C -2.05 -3.20 2.91
C -0.17 1.50 -2.22
C 5.21 0.15 -4.03
C 3.41 -3.72 -0.66
C -4.20 0.31 -2.32
C 3.09 -3.29 2.35
C -5.33 2.13 -1.00
C -0.29 1.93 3.72
C 4.74 -0.81 -2.95
C -2.10 -1.58 0.25
C -4.23 1.30 -1.20
C 5.33 -1.99 0.85
C 5.16 0.76 -1.14
C -3.17 2.23 0.67
C 4.92 2.21 -1.48
C -0.90 -1.03 -3.48
C 0.85 1.77 -3.31
C -4.52 -3.25 1.15
C -3.23 2.51 4.21
C 2.28 -1.02 0.36
C -3.80 -0.73 2.69
C -4.24 3.10 0.91
H -2.40 5.08 2.29
H -2.84 -1.43 -0.57
H 0.60 2.08 3.08
H -0.84 -0.20 -4.18
H -6.18 3.70 0.21
H 2.42 -4.19 -0.69
H -1.43 -2.40 -0.08
H -3.00 3.10 5.12
H -3.35 0.50 -2.99
H -0.44 0.85 3.86
H -1.20 1.52 -2.62
H -1.49 5.10 3.82
H 2.65 -0.11 0.85
H -5.12 0.41 -2.90
H 4.16 -4.50 -0.47
H 2.14 -0.77 -0.72
H -4.54 -1.13 3.41
H 1.88 1.71 -2.92
H -0.82 -1.96 -4.05
H -3.03 -0.20 3.27
H 3.92 2.54 -1.20
H 5.52 -1.45 1.79
H 5.69 -1.37 0.02
H -4.32 -0.01 2.05
H 5.93 -2.91 0.86
H 4.43 0.88 -4.29
H 0.70 2.80 -3.67
H -6.18 2.03 -1.69
H -4.23 -3.92 0.33
H 6.20 0.49 -1.40
H -2.71 -3.67 3.65
H 3.62 -3.28 -1.65
H 5.03 0.64 -0.05
H 1.21 -0.87 -2.92
H 6.12 0.68 -3.74
H -4.16 -0.72 -1.94
H -0.10 2.38 4.70
H 0.20 -1.85 -1.79
H 3.49 -4.31 2.37
H -1.90 -1.03 -3.01
H 0.73 1.09 -4.16
H 3.91 -1.43 -3.31
H -4.19 2.87 3.82
H 5.64 2.80 -0.90
H -3.35 1.46 4.51
H -4.20 3.75 1.78
H -0.64 4.82 2.26
H -0.10 2.26 -1.41
H -5.37 -2.63 0.82
H 5.58 -1.47 -2.68
H -1.50 -4.00 2.39
H -4.85 -3.87 1.99
H 5.08 2.42 -2.54
H 2.01 -3.34 2.51
H 3.54 -2.73 3.19
H -1.33 -2.57 3.45
H 5.43 -0.44 -4.92
H 1.32 -1.31 0.84